# 1
Formula: C7H6O
Source: the OMol25 dataset
Level of theory: the ωB97M-V functional and the def2-TZVPD basis

CARTESIAN COORDINATES (ANGSTROEM)
C (-1.7652, -0.8555, 0.4167)
C (-0.3507, -0.6473, -0.0713)
C (-1.1961, -0.6407, -1.2002)
C (-1.0146, 0.9114, -0.2784)
C (-2.1172, 0.5039, 0.5192)
C (0.8510, 0.1423, 0.3625)
C (2.1005, -0.0402, -0.5042)
O (0.2842, 1.4096, -0.1424)
H (-2.2614, -1.7174, 0.6540)
H (-2.9787, 1.1163, 0.8211)
H (1.1169, 0.3228, 1.3648)
H (2.6539, -0.9552, -0.0486)
H (2.8058, 0.7921, -0.4530)
H (1.8717, -0.3421, -1.4403)

Energy relative to the best compared isomer or geometry (same formula, charge and spin)   173.18 kcal/mol
Highest occupied orbital energy   -8.61 eV
Energy   -9394.710 eV
F_max   5.2 eV/Å
Multiplicity   1
LUMO energy   0.27 eV
Orbital gap   8.875 eV

=====

# 2
Formula: C7H6O2
Source: the OMol25 dataset
Level of theory: the ωB97M-V functional and the def2-TZVPD basis

CARTESIAN COORDINATES (ANGSTROEM)
C (2.5672, -1.8659, -0.0113)
C (1.4346, -1.4404, -0.0023)
C (0.1581, -0.8169, 0.0164)
C (-0.1347, 0.5303, -0.0163)
C (0.8663, 1.5854, -0.0127)
C (-1.6119, 0.5189, 0.0284)
C (-2.0829, -0.9134, -0.0336)
O (-3.1884, -1.3335, -0.0460)
O (-0.9328, -1.6671, 0.0632)
H (3.5524, -2.2757, -0.0702)
H (1.5329, 1.3309, -0.8688)
H (0.4141, 2.5441, -0.1477)
H (1.4614, 1.6408, 0.9489)
H (-1.9947, 1.1691, -0.7437)
H (-2.0417, 0.9934, 0.8958)

SMILES string   C#CC1=C(C)CC(=O)O1
Energy relative to the best compared isomer or geometry (same formula, charge and spin)   34.31 kcal/mol
Highest occupied orbital energy   -8.69 eV
Energy   -11448.757 eV
F_max   4.7 eV/Å
Multiplicity   1
LUMO energy   0.63 eV
Orbital gap   9.321 eV

=====

# 3
Formula: C7H6O3
Source: the OMol25 dataset
Level of theory: the ωB97M-V functional and the def2-TZVPD basis

CARTESIAN COORDINATES (ANGSTROEM)
O (-3.0448, -0.7018, 0.3271)
C (-2.3429, 0.2087, -0.0378)
C (-0.9109, 0.3003, -0.0053)
C (-0.2714, 1.5874, -0.0801)
C (1.0975, 1.7124, 0.1380)
C (1.8772, 0.5229, 0.0985)
C (1.2786, -0.7318, -0.0281)
O (2.1141, -1.7525, 0.1382)
C (-0.2338, -0.8777, -0.0196)
O (-0.5335, -2.1408, -0.0890)
H (-2.8530, 1.1127, -0.4776)
H (-0.8987, 2.5266, -0.0303)
H (1.7715, 2.5765, 0.1334)
H (2.9520, 0.4498, 0.1734)
H (1.5409, -2.6108, -0.0328)
H (-1.5426, -2.1820, -0.2080)

SMILES string   O=Cc1cccc(O)c1O
Energy relative to the best compared isomer or geometry (same formula, charge and spin)   26.80 kcal/mol
Highest occupied orbital energy   -8.35 eV
Energy   -13497.371 eV
F_max   7.2 eV/Å
Multiplicity   1
LUMO energy   0.25 eV
Orbital gap   8.601 eV

=====

# 4
Formula: C7H6O3
Source: the OMol25 dataset
Level of theory: the ωB97M-V functional and the def2-TZVPD basis

CARTESIAN COORDINATES (ANGSTROEM)
O (2.3910, 1.0335, -1.1694)
C (1.8932, 0.0303, 0.0510)
C (0.4497, 0.0204, 0.0531)
C (-0.2382, 1.0415, 0.6616)
C (-1.5949, 0.9356, 0.7823)
C (-2.2107, -0.1847, 0.2356)
C (-1.4903, -1.1478, -0.4211)
C (-0.1437, -1.0464, -0.5510)
O (2.7694, -1.0024, 0.2215)
O (2.7564, 0.0518, 1.0927)
H (2.0515, 0.6548, -1.9332)
H (0.3001, 1.8983, 1.1068)
H (-2.1623, 1.7722, 1.2979)
H (-3.3087, -0.2869, 0.4155)
H (-2.0974, -2.1094, -0.7623)
H (0.6350, -1.6607, -1.0810)

SMILES string   OC1(c2ccccc2)OO1
Energy relative to the best compared isomer or geometry (same formula, charge and spin)   113.66 kcal/mol
Highest occupied orbital energy   -9.93 eV
Energy   -13493.605 eV
F_max   5.7 eV/Å
Multiplicity   1
LUMO energy   0.72 eV
Orbital gap   10.655 eV

=====

# 5
Formula: C7H6O3
Source: the OMol25 dataset
Level of theory: the ωB97M-V functional and the def2-TZVPD basis

CARTESIAN COORDINATES (ANGSTROEM)
O (1.9064, 2.1319, -0.8039)
C (1.5004, 1.1052, -1.2373)
C (0.3348, 0.4082, -0.6571)
C (-0.1198, -0.7011, -1.4410)
C (-0.9839, -1.6021, -0.8655)
C (-1.3116, -1.2028, 0.4414)
C (-0.7383, -0.2942, 1.2879)
O (-0.9335, -0.3431, 2.6454)
C (0.0840, 0.7056, 0.7507)
O (0.4499, 1.8391, 1.2868)
H (2.0939, 0.6210, -2.1702)
H (0.2205, -0.7680, -2.5380)
H (-1.3459, -2.4807, -1.3499)
H (-1.7545, -2.0083, 0.9949)
H (-0.5804, 0.4530, 2.9928)
H (1.1778, 2.1364, 0.6630)

SMILES string   O=Cc1cccc(O)c1O
Energy relative to the best compared isomer or geometry (same formula, charge and spin)   29.58 kcal/mol
Highest occupied orbital energy   -8.79 eV
Energy   -13497.251 eV
F_max   5.0 eV/Å
Multiplicity   1
LUMO energy   0.09 eV
Orbital gap   8.875 eV

=====

# 6
Formula: C7H6O4
Source: the OMol25 dataset
Level of theory: the ωB97M-V functional and the def2-TZVPD basis

CARTESIAN COORDINATES (ANGSTROEM)
O (3.2213, -0.2179, -0.5386)
C (2.4557, 0.3115, 0.1996)
C (0.9220, 0.1243, -0.0736)
C (0.0984, 1.2547, -0.1008)
O (0.7080, 2.4978, -0.0042)
C (-1.3002, 1.1706, -0.1513)
C (-1.8713, -0.1061, -0.0594)
O (-3.2199, -0.2929, -0.1974)
C (-1.0323, -1.1884, -0.0176)
C (0.2960, -1.1780, 0.0394)
O (1.2001, -2.2457, 0.0627)
H (3.0522, 0.6860, 1.1522)
H (0.2177, 3.1584, 0.1000)
H (-2.0119, 1.6629, -0.1706)
H (-3.4150, -1.0918, 0.0842)
H (-1.3519, -2.4310, -0.0006)
H (2.0312, -2.1142, -0.3238)

SMILES string   O=Cc1c(O)cc(O)cc1O
Energy relative to the best compared isomer or geometry (same formula, charge and spin)   115.93 kcal/mol
Highest occupied orbital energy   -9.02 eV
Energy   -15541.437 eV
F_max   15.2 eV/Å
Multiplicity   1
LUMO energy   0.64 eV
Orbital gap   9.657 eV

=====

# 7
Formula: C7H6S
Source: the OMol25 dataset
Level of theory: the ωB97M-V functional and the def2-TZVPD basis

CARTESIAN COORDINATES (ANGSTROEM)
C (0.6910, -0.1964, 2.4604)
C (0.2761, 0.0671, 1.3473)
C (-0.3155, 0.3382, -0.0062)
S (-0.1396, 2.1196, -0.3353)
C (-1.7349, 0.0469, -0.0553)
C (-2.9244, -0.0691, -0.1841)
C (0.4417, -0.2718, -1.1577)
C (1.5215, -1.0323, -1.0548)
H (0.9960, -0.4078, 3.4742)
H (1.1153, 2.2384, -0.0372)
H (-3.9492, -0.1233, -0.2806)
H (0.1149, 0.1404, -2.0768)
H (1.7382, -1.6416, -0.1831)
H (2.1691, -1.2082, -1.9110)

SMILES string   C#CC(S)(C#C)C=C
Energy relative to the best compared isomer or geometry (same formula, charge and spin)   104.73 kcal/mol
Highest occupied orbital energy   -9.20 eV
Energy   -18186.249 eV
F_max   2.1 eV/Å
Multiplicity   1
LUMO energy   0.84 eV
Orbital gap   10.042 eV

=====

# 8
Formula: C7H7AuO5S
Source: the OMol25 dataset
Level of theory: the ωB97M-V functional and the def2-TZVPD basis

CARTESIAN COORDINATES (ANGSTROEM)
O (1.8868, -0.8721, -3.0260)
C (1.2271, -0.2875, -2.3091)
Au (-0.0758, 0.9762, -1.0453)
C (-1.3098, 1.8889, 0.6294)
O (-1.9564, 2.5184, 1.3263)
C (-0.7720, 2.4351, -2.5337)
O (-1.4510, 3.4111, -2.3997)
C (-1.7405, -0.2484, -1.6113)
O (-2.6504, -0.9117, -1.7813)
C (1.5870, 2.1935, -0.4683)
O (2.4220, 2.9426, -0.2702)
H (-0.3903, 2.1224, -3.5522)
C (1.6541, -1.8837, 2.4065)
S (0.6945, -0.9150, 1.2310)
C (-0.9231, -1.6829, 1.3469)
H (2.6683, -1.4779, 2.3103)
H (1.6388, -2.9383, 2.1193)
H (1.2703, -1.7022, 3.4146)
H (-1.0575, -2.4130, 0.5236)
H (-0.9816, -2.2199, 2.3034)
H (-1.7408, -0.9355, 1.3857)

Energy relative to the best compared isomer or geometry (same formula, charge and spin)   23.73 kcal/mol
Highest occupied orbital energy (spin up / spin down)   -16.37 / -15.92 eV
Total charge   +2
Energy   -32113.874 eV
⟨S²⟩   2.014
F_max   4.5 eV/Å
Multiplicity   3
LUMO energy (spin up / spin down)   -8.09 / -11.78 eV
Orbital gap (spin up / spin down)   8.280 / 4.135 eV

=====

Q: Look up the multiplicity of the second one.
A: 1

=====

Q: Which value of energy relative to the best compared isomer or geometry (same formula, charge and spin) does entry 1 give?
A: 173.18 kcal/mol

=====

Copy entry 2 word for word.
Formula: C7H6O2
Source: the OMol25 dataset
Level of theory: the ωB97M-V functional and the def2-TZVPD basis

CARTESIAN COORDINATES (ANGSTROEM)
C (2.5672, -1.8659, -0.0113)
C (1.4346, -1.4404, -0.0023)
C (0.1581, -0.8169, 0.0164)
C (-0.1347, 0.5303, -0.0163)
C (0.8663, 1.5854, -0.0127)
C (-1.6119, 0.5189, 0.0284)
C (-2.0829, -0.9134, -0.0336)
O (-3.1884, -1.3335, -0.0460)
O (-0.9328, -1.6671, 0.0632)
H (3.5524, -2.2757, -0.0702)
H (1.5329, 1.3309, -0.8688)
H (0.4141, 2.5441, -0.1477)
H (1.4614, 1.6408, 0.9489)
H (-1.9947, 1.1691, -0.7437)
H (-2.0417, 0.9934, 0.8958)

SMILES string   C#CC1=C(C)CC(=O)O1
Energy relative to the best compared isomer or geometry (same formula, charge and spin)   34.31 kcal/mol
Highest occupied orbital energy   -8.69 eV
Energy   -11448.757 eV
F_max   4.7 eV/Å
Multiplicity   1
LUMO energy   0.63 eV
Orbital gap   9.321 eV